This record from the Open Molecules 2025 dataset describes a molecular structure, C20H24N2O6S2 at a distorted geometry. The level of theory is ωB97M-V/def2-TZVPD.

```
54
Properties=species:S:1:pos:R:3:lowdin_charge:R:1
O -4.673 -0.200 0.597 0.017
C -3.639 0.560 0.574 -0.450
N -2.688 0.641 1.505 0.169
H -2.022 1.167 1.440 -0.037
C -2.671 -0.744 2.281 -0.168
H -3.715 -1.169 2.506 0.144
H -2.547 -0.318 3.597 0.197
C -1.619 -1.514 1.834 -0.214
C -1.986 -2.011 0.486 -0.357
C -1.558 -1.342 -0.554 -0.110
C -2.039 -1.509 -1.790 -0.027
C -2.809 -2.781 -2.066 0.025
C -3.016 -3.810 -0.963 0.074
C -2.639 -3.120 0.449 0.012
H -2.947 -3.807 1.150 0.082
H -3.677 -4.572 -0.839 0.035
H -2.976 -3.361 -2.896 0.042
H -1.760 -1.160 -2.587 0.009
H -0.925 -0.275 -0.500 0.147
H -1.578 -2.319 2.778 0.197
H -0.679 -1.028 1.877 0.074
C -3.779 1.796 -0.294 0.080
H -3.577 1.361 -1.387 0.170
H -4.637 2.353 -0.246 0.104
O -2.554 2.734 -0.455 0.022
C -1.576 2.754 -1.202 -0.486
O -1.690 2.010 -2.266 0.002
C -0.518 3.840 -0.770 0.043
C 0.578 2.841 -0.282 -0.459
C 1.978 3.027 -0.733 -0.165
C 2.847 2.211 -0.339 -0.187
C 2.176 1.154 0.364 -0.478
S 0.559 1.531 0.665 1.138
S 2.784 -0.374 1.348 0.651
O 4.046 0.014 1.935 -0.277
O 1.760 -0.429 2.257 -0.284
N 3.068 -1.458 0.118 -0.279
C 4.228 -1.444 -0.266 -0.214
H 4.949 -0.791 -0.019 0.096
C 3.803 -0.834 -1.853 -0.067
H 4.852 -1.202 -2.448 0.174
O 2.703 -1.601 -2.278 -0.086
C 1.574 -1.588 -1.710 -0.330
H 0.847 -2.256 -2.225 0.176
C 1.790 -2.031 -0.399 -0.090
H 1.187 -1.981 0.300 0.012
H 2.167 -3.278 -0.340 0.229
H 1.503 -0.633 -1.657 0.079
H 3.704 0.204 -2.027 0.080
H 4.474 -2.426 -0.537 0.121
H 3.921 2.138 -0.521 0.134
H 2.274 3.913 -1.501 0.175
H -0.722 4.298 0.031 0.061
H -0.250 4.281 -1.452 -0.007
```

Values from the calculation:
Energy (eV): -58043.78255
Kohn-Sham gap (hartree): 0.3132
Spin multiplicity: 1
ΔE to the lowest compared entry with this formula, charge and spin (kcal per mole): 529.5